Molecular formula: C44H55BCl55IN3O11P3S
Method: DFT, wB97M-V/def2-TZVPD

Results
Total charge = 0
E_tot = -809726.9448 eV
LUMO energy = -0.147 eV
Orbital gap = 0.2955 hartree

Each line ends with the Mulliken charge.
Geometry (Å):
C  -3.7142  -4.1525  0.7037  -0.972
C  -2.8481  -3.2102  -0.2572  0.099
N  -1.5958  -2.9038  0.4853  -0.222
C  -0.5457  -2.4055  -0.3638  0.182
C  0.1292  -3.2697  -1.3733  1.136
C  -0.2878  -4.7773  -1.6192  -1.237
C  -1.1030  -4.7663  -2.9883  0.559
O  -1.6520  -3.7649  -3.3473  -0.382
Cl  -1.2334  -6.2008  -4.0998  -0.203
C  1.2172  -2.7512  -2.2441  -0.928
C  1.6716  -1.3496  -2.1069  -0.344
C  1.0227  -0.4477  -1.1351  -1.118
C  -0.0744  -1.0012  -0.2832  0.419
S  -0.8309  0.2109  0.8743  -0.634
C  -0.8200  1.7272  -0.1629  0.406
C  -1.9253  2.6934  -0.1838  -0.030
C  -3.1869  2.4124  0.7131  -1.798
C  -4.2782  1.5449  -0.0854  0.692
C  -5.6410  1.7409  0.6741  -1.081
P  -7.0547  0.7698  -0.1128  0.956
O  -6.4523  -0.4475  -0.7516  -0.685
O  -8.0093  0.2733  1.1708  -0.351
C  -9.4268  0.2673  0.8871  -0.290
C  -9.8757  -1.1449  0.3139  -0.914
O  -7.7887  1.8337  -1.1663  -0.386
C  -8.0148  1.2810  -2.4876  -0.205
C  -9.3868  0.4697  -2.6209  -0.913
C  -1.8123  3.8730  -1.0503  1.289
O  -2.8504  4.8136  -1.1060  -0.420
B  -3.7146  4.6113  -2.2149  0.796
O  -4.6057  5.5918  -2.7014  -0.725
O  -3.6680  3.3621  -2.9105  -0.640
C  -0.6179  4.1104  -1.9023  0.467
C  -0.5031  5.4010  -2.7952  -0.390
C  -0.9983  5.1906  -4.2775  0.234
O  -1.1097  4.1460  -4.8496  -0.440
I  -1.4898  7.0225  -5.3898  0.101
C  0.4984  3.0887  -1.9047  0.765
P  1.9532  3.4340  -3.0406  -0.216
P  2.6517  1.6096  -4.0357  0.824
O  3.3074  1.9838  -5.3480  -0.578
O  1.4339  0.5430  -4.3922  -0.425
O  3.8298  0.9648  -3.0474  -0.585
C  0.3957  1.9010  -1.0237  -1.515
N  1.4961  0.9362  -1.0397  1.626
C  2.3621  1.1615  0.1569  -0.852
N  3.6349  0.4200  0.1229  -0.204
H  -4.7188  -4.3832  0.2371  0.397
H  -3.8334  -3.6273  1.6912  0.304
H  -3.1594  -5.1057  0.9022  0.138
H  -3.4334  -2.2763  -0.4871  0.092
H  -2.6566  -3.8136  -1.1784  -0.058
H  -1.7919  -2.2527  1.2474  0.485
H  0.6399  -5.4109  -1.7585  0.462
H  -0.9095  -5.1376  -0.7570  0.315
H  1.7209  -3.3808  -3.0157  0.239
H  2.4930  -0.9937  -2.7806  0.258
H  -2.8554  1.8331  1.6269  0.613
H  -3.6582  3.3884  1.0401  0.486
H  -4.3136  1.8630  -1.1676  0.254
H  -3.9244  0.4823  -0.0182  -0.231
H  -5.9882  2.8172  0.6656  0.391
H  -5.5577  1.4242  1.7483  0.310
H  -9.7916  1.1366  0.2807  0.274
H  -9.9455  0.3526  1.8922  0.297
H  -9.3253  -1.4396  -0.6150  0.212
H  -9.6233  -1.9328  1.0885  0.316
H  -10.9937  -1.1327  0.1920  0.325
H  -8.1485  2.1735  -3.1724  0.406
H  -7.1515  0.7026  -2.9059  0.259
H  -9.2211  -0.6385  -2.7118  0.210
H  -10.1314  0.7537  -1.8336  0.168
H  -9.8492  0.7853  -3.6081  0.370
H  -4.1406  6.2618  -3.2416  0.232
H  -2.9625  3.4267  -3.5853  0.317
H  -1.1619  6.1937  -2.3276  -0.950
H  0.5553  5.8183  -2.8452  0.396
H  1.5034  4.2358  -4.1479  0.110
H  1.5686  0.2645  -5.3236  0.305
H  4.5187  1.6204  -2.8323  0.373
H  2.6141  2.2621  0.1645  0.256
H  1.8451  0.9465  1.1381  0.484
H  3.8331  0.1035  -0.8291  0.207
H  3.5083  -0.3639  0.7646  0.226
C  -4.0014  9.6083  -8.0101  0.271
Cl  -4.3709  11.0165  -9.0096  -0.096
Cl  -2.4035  9.7735  -7.2689  -0.135
Cl  -5.2424  9.3810  -6.7708  -0.085
H  -3.9891  8.7267  -8.6514  -0.016
C  6.4008  2.1931  1.8178  0.119
Cl  6.0511  3.6145  0.8266  -0.135
Cl  8.0062  2.3279  2.5525  -0.142
Cl  5.1637  1.9794  3.0579  -0.095
H  6.3919  1.3179  1.1744  0.225
C  -2.4831  8.3698  0.3997  -0.128
Cl  -0.9961  7.8338  1.1923  -0.126
Cl  -2.5870  10.1337  0.4051  -0.126
Cl  -2.5699  7.7455  -1.2556  0.026
H  -3.3281  7.9755  0.9562  0.374
C  -4.1195  -7.2451  3.5187  -0.028
Cl  -5.1308  -8.6084  3.0281  -0.064
Cl  -2.5641  -7.2921  2.6781  -0.127
Cl  -4.9478  -5.7129  3.2121  -0.097
H  -3.9331  -7.3247  4.5854  0.309
C  -3.6570  7.5227  -11.8404  0.010
Cl  -3.8255  5.7654  -11.8635  -0.115
Cl  -5.2409  8.3018  -11.9547  -0.110
Cl  -2.8081  8.0475  -10.3794  -0.097
H  -3.0677  7.8211  -12.7022  0.335
C  2.3873  -7.9101  -4.5418  0.026
Cl  2.6385  -6.1822  -4.2481  -0.049
Cl  3.2589  -8.4243  -5.9924  -0.118
Cl  2.8811  -8.8765  -3.1447  -0.092
H  1.3263  -8.0726  -4.7074  0.235
C  7.1317  -8.3167  -2.8691  -0.046
Cl  5.8488  -8.6668  -4.0305  -0.058
Cl  7.4093  -6.5776  -2.7594  -0.108
Cl  6.7263  -8.9789  -1.2796  -0.129
H  8.0461  -8.7904  -3.2131  0.342
C  -5.4795  -12.4980  4.1154  0.063
Cl  -3.9090  -11.6925  4.2144  -0.103
Cl  -6.4740  -11.7723  2.8453  -0.125
Cl  -5.2723  -14.2295  3.8279  -0.125
H  -5.9903  -12.3682  5.0646  0.285
C  5.9468  0.5302  6.8843  0.609
Cl  6.1296  -0.6941  8.1454  -0.086
Cl  6.3088  -0.1555  5.2950  -0.107
Cl  4.3158  1.2116  6.9103  -0.125
H  6.6539  1.3327  7.0774  -0.290
C  4.7226  -4.7440  8.3873  0.120
Cl  5.2744  -3.8178  6.9866  -0.090
Cl  5.2348  -3.9656  9.8883  -0.099
Cl  2.9652  -4.9351  8.3538  -0.132
H  5.1744  -5.7308  8.3439  0.190
C  2.0114  3.9476  -8.3241  -0.027
Cl  1.6592  5.3650  -9.3244  -0.138
Cl  3.5927  4.0929  -7.5633  -0.105
Cl  0.7731  3.7277  -7.0870  -0.036
H  2.0157  3.0707  -8.9643  0.294
C  7.2325  -6.8529  12.2768  0.400
Cl  6.9190  -5.1264  12.4666  -0.082
Cl  6.5010  -7.7673  13.6009  -0.134
Cl  6.6291  -7.4276  10.7164  -0.105
H  8.3052  -7.0098  12.3060  -0.097
C  5.8015  -4.6859  0.8197  -0.062
Cl  4.7387  -5.9932  0.2850  -0.101
Cl  7.3537  -4.7662  -0.0196  -0.115
Cl  5.0338  -3.1177  0.5564  -0.029
H  5.9811  -4.8050  1.8840  0.287
C  10.1643  -7.1906  8.8458  -0.018
Cl  9.9017  -5.6272  8.0660  -0.107
Cl  10.3511  -6.9889  10.5942  -0.084
Cl  8.8373  -8.2989  8.4793  -0.112
H  11.0826  -7.6175  8.4545  0.347
C  9.3860  -4.6573  15.5413  -0.043
Cl  9.5820  -5.8911  16.7911  -0.123
Cl  9.7286  -5.3341  13.9413  -0.049
Cl  7.7603  -3.9688  15.6003  -0.109
H  10.0993  -3.8615  15.7327  0.326
C  8.5554  3.7675  6.0438  0.370
Cl  8.1953  5.1832  5.0521  -0.114
Cl  10.1567  3.9117  6.7776  -0.125
Cl  7.3169  3.5509  7.2899  -0.154
H  8.5507  2.8906  5.4022  0.010
C  -8.1280  9.5608  -9.7432  0.584
Cl  -9.3828  9.0855  -10.8944  -0.138
Cl  -7.9885  11.3211  -9.6688  -0.113
Cl  -8.4667  8.8951  -8.1421  -0.116
H  -7.1799  9.1571  -10.0863  -0.226
C  1.7232  9.3658  -1.1332  0.075
Cl  3.2831  10.1915  -1.0473  -0.134
Cl  0.7036  10.0889  -2.3767  -0.099
Cl  1.9511  7.6376  -1.4457  -0.044
H  1.2239  9.4771  -0.1750  0.193

Atoms 1-3, force components in eV/Å:
C 0.34 0.74 -0.58
C -1.38 -1.19 1.16
N 0.79 0.40 -1.57